Record 1
87
Properties=species:S:1:pos:R:3:lowdin_spin:R:1 method="wB97M-V/def2-TZVPD" relative_energy_ev=0.246 spin_multiplicity=2 charge=+3 lumo_energy_ev="-8.37 / -10.80" homo_lumo_gap_ev="7.85 / 5.32"
Ir -1.0399 0.2987 0.3167 0.0075
O 2.9588 1.0322 2.2890 0.0361
C 3.3516 2.0776 1.5581 0.0437
C 4.5858 2.6898 1.7564 -0.0035
C 4.9524 3.7707 0.9858 0.0454
C 4.1027 4.2794 -0.0115 0.0097
C 2.8930 3.6874 -0.2253 0.0099
C 2.4774 2.5672 0.5469 0.0584
C 1.2225 1.9472 0.2694 0.0219
O 0.7447 0.9747 0.9418 0.0183
N 0.5184 2.4364 -0.8020 0.3656
N -0.5780 1.7307 -1.0662 0.1160
C -1.2324 2.2229 -2.1329 0.0868
S -0.5579 3.4752 -3.0684 0.0875
C -2.0551 3.7565 -4.0635 0.0079
C -2.7949 2.4432 -4.2093 0.0073
S -2.7912 1.6466 -2.5722 0.0630
H 3.6621 0.7649 2.8971 0.0002
H 5.2499 2.3128 2.5250 -0.0009
H 5.9137 4.2377 1.1569 0.0020
H 4.4092 5.1323 -0.5993 0.0000
H 2.2290 4.0679 -0.9866 -0.0009
H -1.7326 4.1376 -5.0318 0.0003
H -2.6538 4.5171 -3.5638 0.0023
H -2.3071 1.7623 -4.9056 0.0018
H -3.8331 2.5875 -4.5038 0.0000
C -2.4228 -1.9107 4.3233 0.0000
O -3.2717 -1.6065 3.1695 0.0001
C -2.7321 -1.0601 2.1389 0.0001
O -1.5207 -0.7692 2.0364 -0.0001
N -3.5904 -0.7969 1.1301 0.0000
N -3.0106 -0.3965 -0.0970 0.0001
H -3.0971 -2.3520 5.0466 0.0000
H -1.9898 -0.9893 4.7017 0.0000
H -1.6544 -2.6176 4.0228 0.0000
H -4.5269 -1.1807 1.1363 0.0000
H -3.5927 0.3445 -0.4823 0.0000
H -3.0227 -1.1766 -0.7567 0.0001
Br -3.4679 5.3785 4.0922 0.0000
C -2.8313 3.9952 3.0289 0.0001
C -3.3592 3.7766 1.7591 0.0000
C -2.8557 2.7422 1.0041 0.0002
N -1.8819 1.9237 1.4371 0.0013
C -1.3719 2.1445 2.6625 0.0003
C -1.8147 3.1608 3.4808 0.0000
H -4.1472 4.4037 1.3671 0.0000
H -3.2425 2.5654 0.0081 0.0005
H -0.5758 1.4844 2.9793 0.0000
H -1.3705 3.3018 4.4559 0.0000
C -1.5792 -3.4108 -1.8625 0.0000
C -0.6408 -3.2667 -0.6578 0.0000
C -1.4784 -3.4727 0.6083 0.0000
C 0.4064 -4.3942 -0.6623 0.0000
P 0.2290 -1.5879 -0.6424 0.0010
C 1.6207 -1.8698 0.5090 0.0002
C 2.9067 -2.1933 0.0707 0.0000
C 3.9026 -2.5397 0.9717 0.0002
C 3.6313 -2.5868 2.3308 0.0002
C 2.3611 -2.2609 2.7822 0.0000
C 1.3711 -1.8970 1.8828 0.0000
C 0.9204 -1.2625 -2.3740 0.0010
C 1.9379 -0.1087 -2.3038 0.0026
C 1.5892 -2.4624 -3.0713 0.0003
C -0.2278 -0.8265 -3.2987 0.0017
H -2.2102 -4.2879 -1.7089 0.0000
H -1.0491 -3.5597 -2.7988 0.0000
H -2.2442 -2.5502 -2.0002 0.0000
H -1.7704 -4.5235 0.6465 0.0000
H -2.4072 -2.9014 0.5837 0.0000
H -0.9262 -3.2546 1.5211 0.0000
H -0.1192 -5.3378 -0.8232 0.0000
H 0.9183 -4.4573 0.2972 0.0000
H 1.1568 -4.3005 -1.4397 0.0000
H 3.1580 -2.1910 -0.9760 0.0000
H 4.8875 -2.7938 0.6032 0.0000
H 4.4016 -2.8842 3.0301 0.0000
H 2.1369 -2.2931 3.8408 0.0000
H 0.4025 -1.6316 2.2723 0.0000
H 2.6871 -0.2214 -1.5230 -0.0002
H 1.4530 0.8545 -2.1777 0.0018
H 2.4631 -0.0670 -3.2598 0.0000
H 2.4705 -2.8504 -2.5706 0.0000
H 1.9099 -2.1120 -4.0547 0.0001
H 0.9035 -3.2872 -3.2412 0.0001
H -0.9298 -0.1607 -2.8046 0.0018
H -0.7880 -1.6717 -3.6908 0.0003
H 0.2016 -0.2996 -4.1540 -0.0001

Record 2
79
Properties=species:S:1:pos:R:3:lowdin_spin:R:1 method="wB97M-V/def2-TZVPD" relative_energy_ev=6.844 spin_multiplicity=5 charge=-1 lumo_energy_ev="2.64 / 2.64" homo_lumo_gap_ev="3.29 / 5.84"
Co 0.1406 -0.1731 0.1086 1.4699
N -2.8958 0.6292 2.2382 0.1113
N -1.7578 -0.1751 -1.0511 0.0649
C 2.0841 -0.5442 -0.1563 0.0180
C 1.2573 -1.5857 0.4058 0.0033
C 0.6731 -1.0287 1.6556 -0.0106
C -0.1152 -1.7936 2.6140 0.0267
H -0.5260 -2.6690 2.0948 0.0030
H -0.9720 -1.0617 2.8786 0.0132
H 0.4895 -2.0746 3.4894 -0.0002
C 1.2677 0.3338 1.8154 0.0588
C 1.2516 1.1914 3.0583 0.0694
H 2.1135 0.9107 3.7371 0.0085
H 0.2077 1.0870 3.5345 0.0248
H 1.3681 2.2422 2.6832 0.0021
C 2.1330 0.5753 0.7248 0.0660
C 3.0623 1.7698 0.6318 0.0137
H 2.5537 2.6608 1.0457 0.0015
H 3.2848 1.9314 -0.4331 0.0003
H 4.0301 1.6488 1.1602 0.0054
C 0.9753 -2.9292 -0.1098 0.0090
H 1.6104 -3.6905 0.3722 0.0023
H 1.1373 -2.8885 -1.1951 0.0005
H -0.0915 -3.1339 0.0867 0.0022
C 2.9722 -0.7260 -1.3523 0.0030
H 3.1777 0.2696 -1.7869 -0.0003
H 2.4195 -1.3704 -2.0536 0.0006
H 3.9069 -1.2201 -1.0242 0.0019
C -3.6447 1.6004 2.9410 0.2190
H -3.7993 1.4575 4.0010 0.0119
C -4.1164 2.7589 2.3525 0.0530
H -4.6463 3.5098 2.9927 -0.0009
C -3.9573 2.9367 0.9534 0.2233
H -4.3874 3.8109 0.4308 0.0127
C -3.2395 1.9406 0.1998 0.0902
H -3.0161 2.0255 -0.8960 0.0045
C -2.7161 0.8364 0.8566 0.1529
C -1.7933 -0.1712 0.3696 0.0844
H -1.9252 -1.1655 0.8638 0.0103
C -0.4734 0.0773 -1.5515 0.0685
C -2.6024 -0.5020 -2.1384 0.0029
H -3.6826 -0.6611 -1.9744 0.0003
C -1.8643 -0.5774 -3.2179 0.0191
H -2.2073 -0.7757 -4.2387 0.0028
N -0.5455 -0.2845 -2.8515 0.0370
C 0.5238 -0.3662 -3.8098 0.0025
C 0.8496 -1.6016 -4.4072 0.0028
C 1.9849 -1.6388 -5.2284 0.0000
H 2.2850 -2.5786 -5.6921 0.0000
C 2.7396 -0.4857 -5.4738 0.0016
C 3.9391 -0.5301 -6.3963 0.0003
H 4.7264 0.1253 -5.9888 0.0001
H 3.6647 -0.1767 -7.4047 0.0001
H 4.2907 -1.5717 -6.4572 0.0000
C 2.3645 0.7187 -4.8740 0.0001
H 2.9328 1.6196 -5.0805 0.0001
C 1.2623 0.7903 -4.0225 0.0022
C 0.8558 2.0704 -3.3713 0.0064
H -0.2323 2.2258 -3.4124 0.0018
H 1.3558 2.8451 -3.9759 0.0005
H 1.2525 2.1219 -2.3355 0.0019
C 0.0666 -2.8562 -4.1489 0.0010
H -0.8098 -2.8908 -4.8219 0.0004
H -0.2368 -2.9452 -3.0900 0.0003
H 0.7599 -3.6855 -4.3951 0.0000
C -0.3106 -0.4255 5.6145 0.1648
P -1.4213 0.3487 4.3051 0.3362
C -2.8510 -0.8363 4.7198 0.0222
C -1.5407 1.9670 5.1987 0.0251
O -1.3799 0.7787 2.6372 0.3826
H -0.1686 -1.5084 5.3289 0.0046
H -0.8256 -0.2277 6.6095 0.0426
H 0.6484 0.1376 5.4568 0.0045
H -3.0757 -0.8893 5.8231 0.0145
H -2.5001 -1.8238 4.3360 0.0020
H -3.7054 -0.4779 4.1140 0.0023
H -0.5217 2.3393 5.0969 0.0029
H -2.2373 2.5666 4.6235 0.0007
H -1.8264 1.8584 6.2573 0.0121

Let's list DFT total energy in order: -5596.44064; -3169.69486 Ha.
Let's list M in order: 915.937; 562.604 g/mol.